C24H37BIN12O8S2 | ωB97M-V/def2-TZVPD

XYZ file:
```
85
Properties=species:S:1:pos:R:3:forces:R:3:lowdin_charge:R:1
O -1.10790 -5.29029 -1.16170 -0.675 -1.844 -0.920 0.029
C -0.78146 -4.35236 -0.56717 1.432 1.714 0.225 -0.837
I -2.26812 -3.34487 0.64072 0.255 0.952 -0.342 0.852
C 0.67612 -3.79197 -0.55644 -0.887 -0.013 1.742 -0.230
S 1.35699 -3.41606 -2.19931 0.300 -1.818 -4.195 0.577
O 2.55060 -4.25593 -2.36438 -0.102 1.112 1.434 -0.369
O 0.38897 -3.89470 -3.21664 0.145 1.266 1.765 -0.369
N 1.67259 -1.84518 -2.53694 0.236 0.595 2.027 -0.296
S 1.52903 -0.87525 -1.23071 -1.234 -0.524 0.608 0.557
O 0.10342 -0.80616 -0.89868 0.909 0.356 -0.037 -0.334
O 2.35942 -1.23467 -0.08342 -0.070 0.072 -1.152 -0.311
O 1.95896 0.66225 -1.63403 -0.339 -1.463 0.592 -0.059
B 1.57827 1.47145 -0.48529 -0.300 0.860 0.846 -0.807
O 2.39461 1.63139 0.62173 -0.257 -0.158 -2.079 0.146
O 0.35340 2.14832 -0.48049 0.691 -0.893 -0.101 0.123
H 1.29093 -4.61145 -0.12830 -0.194 0.415 -0.599 0.119
H 0.68974 -2.97465 0.18107 0.302 -0.087 -0.716 0.049
H 3.29221 1.33222 0.39110 -0.120 -0.174 0.525 0.077
H -0.23136 1.69355 0.14954 -0.042 0.372 -0.096 0.058
C 2.05837 5.64949 -2.49217 0.312 -0.349 0.095 -0.078
C 3.17494 4.69779 -2.34693 -1.091 0.908 -0.168 -0.271
N 4.04603 3.97007 -2.23982 0.740 -0.565 0.097 0.147
H 1.92490 6.20848 -1.56826 -0.037 -0.028 -0.031 0.060
H 2.26939 6.34594 -3.30246 0.011 -0.034 0.010 0.063
H 1.13935 5.11018 -2.71632 0.023 0.004 0.042 0.085
C -0.02350 -2.08077 -5.64231 0.123 0.145 -0.579 -0.073
C 0.29653 -1.87012 -7.06772 -0.359 -0.190 1.460 -0.289
N 0.54340 -1.70710 -8.16967 0.211 0.137 -0.997 0.092
H -1.07793 -2.32931 -5.53499 0.038 -0.033 0.006 0.082
H 0.57132 -2.89382 -5.23218 -0.056 0.049 0.058 0.051
H 0.18533 -1.17174 -5.08035 0.053 -0.073 0.045 0.079
C -4.11970 0.42024 1.93719 1.099 0.393 -0.007 -0.112
C -2.77731 1.04216 1.95858 -1.371 -0.723 -0.089 -0.218
N -1.74506 1.52525 1.97921 0.898 0.472 0.008 0.163
H -4.83478 1.07784 2.41775 0.155 0.071 0.033 0.051
H -4.42988 0.24621 0.91014 0.077 -0.040 0.026 0.081
H -4.09676 -0.52952 2.46552 0.005 0.001 -0.076 0.055
C 3.60656 4.64760 3.15156 0.180 -0.226 -0.220 -0.088
C 4.05204 3.29852 2.77185 -0.473 1.470 0.475 -0.267
N 4.38362 2.24833 2.48785 0.550 -1.091 -0.118 0.153
H 3.90096 4.85936 4.17720 -0.075 -0.064 -0.004 0.061
H 4.05474 5.38899 2.49050 0.007 -0.078 -0.043 0.074
H 2.52309 4.70819 3.07422 0.030 -0.017 0.025 0.066
C 4.83895 -4.01511 -4.74602 0.374 -0.050 0.171 -0.062
C 6.23655 -3.88897 -4.29412 -1.457 -0.102 -0.484 -0.286
N 7.31800 -3.79123 -3.94659 1.007 0.042 0.296 0.102
H 4.78325 -4.71713 -5.57724 0.050 0.027 0.005 0.076
H 4.21375 -4.37746 -3.92901 -0.026 0.122 0.010 0.049
H 4.46606 -3.04561 -5.07243 0.007 -0.007 0.066 0.084
C 5.67978 -1.80689 1.38074 0.029 0.348 -0.231 -0.065
C 5.82199 -0.59902 0.54643 -0.233 -1.269 0.843 -0.282
N 5.93454 0.33037 -0.10302 0.119 0.841 -0.561 0.137
H 4.76977 -1.74233 1.97513 -0.016 0.064 -0.088 0.078
H 5.62756 -2.69023 0.74601 -0.033 0.061 -0.031 0.081
H 6.53644 -1.89639 2.04763 -0.005 0.036 -0.031 0.071
C 2.01435 9.95150 -3.27310 -0.246 -0.229 0.236 -0.064
C 1.11392 9.14634 -2.42860 0.934 0.874 -0.889 -0.280
N 0.41840 8.52287 -1.77696 -0.655 -0.555 0.611 0.140
H 2.75844 10.44686 -2.65161 -0.022 -0.028 -0.005 0.080
H 2.52079 9.30818 -3.99111 -0.015 0.008 0.026 0.078
H 1.44069 10.70415 -3.81143 0.001 -0.030 0.018 0.079
C -4.94493 -7.25631 1.43834 0.341 0.245 0.005 -0.065
C -3.70520 -6.52169 1.73990 -1.302 -0.811 -0.271 -0.301
N -2.75121 -5.94188 1.96721 0.839 -0.259 0.676 0.041
H -5.64809 -7.14843 2.26290 0.020 0.016 -0.022 0.071
H -5.39695 -6.85955 0.53020 0.024 0.023 0.029 0.082
H -4.72267 -8.31257 1.29438 0.008 0.029 0.003 0.076
C -8.55596 1.36341 1.78556 0.315 -0.257 0.028 -0.054
C -7.45492 0.39610 1.94207 -1.235 0.905 -0.180 -0.227
N -6.60269 -0.35158 2.05934 -0.007 -0.787 0.191 0.150
H -8.66618 1.94838 2.69733 0.015 -0.019 -0.021 0.080
H -8.34247 2.03447 0.95498 0.008 -0.026 0.020 0.083
H -9.48645 0.83443 1.58631 0.036 0.000 0.000 0.080
C -5.95532 -3.68313 4.79039 0.100 0.046 -0.397 -0.064
C -5.63630 -3.50736 3.36303 -0.312 -0.204 1.529 -0.282
N -5.38693 -3.37248 2.26045 0.181 0.069 -1.075 0.130
H -7.01623 -3.89871 4.90825 0.023 0.016 -0.013 0.076
H -5.37530 -4.50933 5.19905 0.008 0.030 -0.024 0.079
H -5.71351 -2.77316 5.33732 0.000 -0.018 -0.027 0.078
C -0.15327 2.16442 4.84811 0.348 0.294 0.107 -0.070
C 1.01114 2.96986 5.25942 -1.217 -0.889 -0.398 -0.260
N 1.91179 3.59127 5.57805 0.768 0.593 0.366 0.134
H -0.91109 2.18561 5.63027 0.046 0.023 0.015 0.075
H -0.57640 2.56595 3.92841 0.064 -0.095 -0.010 0.046
H 0.15383 1.13450 4.67499 0.015 0.047 -0.069 0.085
```
Forces are in eV/Å.

M in g/mol: 823.5
LUMO energy in Eh: 0.05370
Total energy in eV: -90196.98259
Charge: -1